P.
One molecule with the formula C5H8N2O2S, computed with ωB97M-V/def2-TZVPD.

Element x y z (Å)
C -2.096 -0.677 -0.264
C -0.842 -0.780 0.176
C -2.809 0.585 -0.347
C -0.001 0.429 0.468
C -2.063 1.647 -0.059
N 1.292 0.455 -0.217
N 3.072 -1.529 0.381
O 3.718 0.721 -0.879
O -0.765 1.652 0.286
S 2.966 0.258 0.292
H -2.611 -1.675 -0.452
H -0.335 -1.775 0.478
H -3.936 0.743 -0.538
H 0.154 0.260 1.580
H -2.448 2.584 0.101
H 1.392 0.839 -1.188
H 3.153 -1.899 -0.561
H 2.159 -1.838 0.743

Output
Charge: 0
HOMO energy, eV: -8.5
Molar mass, g/mol: 160.20
Frontier orbital gap, eV: 9.2


Q.
A 2-piece molecular cluster, C5H8N2O2S overall, computed with ωB97M-V/def2-TZVPD.

Element x y z (Å)
C 0.130 -1.456 2.166
C 1.429 -1.385 1.772
C -0.654 -0.825 1.149
C 0.267 -0.449 0.229
C -2.123 -0.612 1.115
N -0.103 2.682 -1.843
N 1.816 1.201 -2.429
O -0.540 0.456 -3.138
O 1.519 -0.757 0.575
S 0.159 1.194 -2.106
H -0.240 -1.897 3.069
H 2.340 -1.732 2.218
H -2.373 0.359 1.546
H -2.480 -0.630 0.088
H -2.638 -1.379 1.686
H -1.052 3.011 -1.899
H 2.250 0.296 -2.296
H 2.292 1.921 -1.903

Output
Charge: 0
HOMO energy, eV: -8.6
Molar mass, g/mol: 160.20
Frontier orbital gap, eV: 6.8


Which structure is the least stable? The one labeled Q.


P.
A 2-piece molecular cluster, C4H6FNO2 overall, computed with ωB97M-V/def2-TZVPD.

Element x y z (Å)
C 0.523 1.553 -0.108
C 0.119 0.233 -0.750
O -1.260 0.007 -0.604
C 0.982 -0.918 -0.285
O 2.094 -0.937 0.086
F 0.323 -2.114 -0.511
H 0.722 1.416 0.949
H -0.295 2.256 -0.231
H 1.413 1.939 -0.594
H 0.339 0.289 -1.839
H -1.496 -0.831 -1.027
C -1.171 -0.955 1.584
N -0.211 -0.535 2.041
H -2.082 -1.405 1.290

Output
Charge: 0
HOMO energy, eV: -10.8
Molar mass, g/mol: 119.09
Frontier orbital gap, eV: 11.3


Q.
C4H6FNO2 as an isolated structure, computed with ωB97M-V/def2-TZVPD.

Element x y z (Å)
C -0.994 0.886 -0.827
C -0.650 -1.573 0.303
C 1.231 0.451 0.028
C -0.231 0.422 0.271
N -1.501 1.446 -1.692
O 1.659 -0.481 -0.996
O -0.546 0.881 1.580
F 1.461 1.811 -0.492
H -1.789 -1.580 0.285
H -0.110 -1.843 1.280
H -0.044 -1.736 -0.621
H 1.713 0.408 0.998
H 1.262 -0.395 -1.850
H -1.462 1.302 1.732

Output
Charge: 0
HOMO energy, eV: -9.8
Molar mass, g/mol: 119.09
Frontier orbital gap, eV: 10.3


Which structure is the least stable? The one labeled Q.


P.
A 2-piece molecular cluster, CH3F2OP overall, computed with ωB97M-V/def2-TZVPD.

Element x y z (Å)
C -1.646 0.056 -0.520
O 0.765 -1.007 -0.167
F -2.238 -0.469 0.489
F -1.014 1.127 -0.127
P 1.401 0.224 0.372
H -1.654 0.023 -1.570
H 1.749 0.080 1.712
H 2.637 -0.035 -0.189

Output
Charge: 0
HOMO energy (spin up / spin down), eV: -7.9 / -9.0
Molar mass, g/mol: 100.00
Frontier orbital gap (spin up / spin down), eV: 6.4 / 9.9


Q.
A 2-piece molecular cluster, CH3F2OP overall, computed with ωB97M-V/def2-TZVPD.

Element x y z (Å)
C 1.242 0.681 0.186
O 0.549 -0.250 -0.528
F -2.019 -1.758 0.778
F -2.244 -1.020 -1.443
P -1.831 -0.405 -0.038
H 0.544 1.118 0.995
H 1.632 1.424 -0.527
H 2.128 0.209 0.577

Output
Charge: 0
HOMO energy (spin up / spin down), eV: -9.2 / -9.2
Molar mass, g/mol: 100.00
Frontier orbital gap (spin up / spin down), eV: 8.0 / 8.0


Which structure is the least stable? The one labeled P.